Molecular formula: C30H86N4O18
Method: DFT, ωB97M-V/def2-TZVPD

Calculated values
- LUMO level (eV) = 0.390
- net charge = 0
- structure (SMILES) = COC[C@H](C)N.COC[C@H](C)N.COC[C@H](C)N.COC[C@H](C)N.OCCO.OCCO.OCCO.OCCO.OCCO.OCCO.OCCO
- frontier orbital gap (eV) = 9.7023

Last column: Löwdin charge in e.
Cartesian coordinates (Å):
C1 4.09 -2.30 -6.94  -0.13
O1 4.17 -2.93 -5.71  -0.19
C2 3.45 -2.30 -4.66  -0.18
C3 1.94 -2.26 -4.87  -0.42
C4 1.17 -1.53 -3.77  -0.06
N1 1.39 -3.62 -4.76  0.05
H1 3.18 -2.64 -7.43  0.09
H2 4.97 -2.56 -7.53  0.09
H3 4.17 -1.22 -6.81  0.09
H4 3.67 -2.94 -3.80  0.12
H5 3.80 -1.28 -4.44  0.11
H6 1.57 -1.77 -5.77  0.14
H7 1.48 -0.49 -3.64  0.08
H8 1.47 -2.00 -2.84  0.06
H9 0.10 -1.69 -3.88  0.08
H10 1.59 -3.95 -3.83  0.05
H11 1.93 -4.09 -5.47  0.07
C5 1.92 4.22 -1.35  -0.11
O2 2.60 3.25 -2.15  -0.19
C6 3.28 2.24 -1.35  -0.15
C7 4.41 1.60 -2.27  -0.39
C8 4.81 0.17 -1.97  -0.08
N2 5.64 2.42 -2.32  0.03
H12 1.07 4.53 -1.96  0.07
H13 2.48 5.14 -1.20  0.09
H14 1.45 3.94 -0.41  0.07
H15 3.74 2.68 -0.46  0.12
H16 2.53 1.52 -1.02  0.09
H17 4.00 1.59 -3.27  0.13
H18 5.57 -0.21 -2.65  0.08
H19 3.90 -0.42 -2.09  0.06
H20 5.20 -0.03 -0.97  0.08
H21 5.41 3.40 -2.41  0.06
H22 6.11 2.39 -1.43  0.06
C9 -3.97 1.47 0.16  -0.08
O3 -4.14 2.76 -0.44  -0.20
C10 -5.57 2.90 -0.63  -0.17
C11 -5.85 4.23 -1.29  -0.46
C12 -5.33 5.41 -0.53  -0.06
N3 -7.28 4.48 -1.46  0.02
H23 -2.96 1.41 0.57  0.07
H24 -4.26 0.64 -0.48  0.09
H25 -4.59 1.38 1.05  0.08
H26 -6.08 2.08 -1.14  0.13
H27 -6.06 2.91 0.35  0.13
H28 -5.50 4.34 -2.32  0.13
H29 -5.74 6.41 -0.73  0.08
H30 -4.25 5.53 -0.57  0.07
H31 -5.49 5.17 0.52  0.08
H32 -7.42 5.31 -2.01  0.07
H33 -7.65 3.78 -2.09  0.07
C13 -2.88 0.19 3.45  -0.11
O4 -2.77 0.17 4.88  -0.18
C14 -4.01 -0.13 5.59  -0.16
C15 -3.75 -0.11 7.16  -0.41
C16 -4.95 -0.72 7.97  -0.08
N4 -3.56 1.22 7.67  0.03
H34 -3.55 -0.56 3.03  0.09
H35 -1.94 0.13 2.91  0.08
H36 -3.41 1.11 3.20  0.06
H37 -4.82 0.51 5.23  0.12
H38 -4.29 -1.18 5.46  0.11
H39 -2.94 -0.83 7.31  0.13
H40 -5.43 -1.62 7.57  0.06
H41 -5.79 -0.03 8.01  0.07
H42 -4.61 -0.99 8.97  0.07
H43 -3.47 1.17 8.68  0.07
H44 -4.45 1.69 7.63  0.07
O5 4.27 -0.21 4.23  -0.01
C17 3.58 -0.30 3.10  -0.29
C18 3.39 1.07 2.38  -0.16
O6 2.07 1.64 2.58  -0.10
H45 3.83 0.42 4.81  0.10
H46 4.09 -0.89 2.34  0.11
H47 2.59 -0.69 3.31  0.12
H48 3.34 0.83 1.32  0.09
H49 4.22 1.74 2.62  0.13
H50 1.96 1.80 3.52  0.08
O7 -1.21 1.01 -3.17  -0.09
C19 -0.95 1.99 -2.13  -0.17
C20 -1.47 3.39 -2.51  -0.19
O8 -2.92 3.43 -2.78  -0.08
H51 -1.00 1.35 -4.04  0.10
H52 -1.45 1.68 -1.21  0.10
H53 0.14 2.01 -2.07  0.10
H54 -0.93 3.80 -3.36  0.12
H55 -1.34 4.10 -1.70  0.10
H56 -3.37 3.35 -1.94  0.01
O9 -0.25 3.00 3.79  -0.06
C21 -1.35 3.34 2.91  -0.20
C22 -0.85 3.59 1.53  -0.22
O10 -0.27 2.37 1.05  -0.10
H57 0.41 3.67 3.59  0.08
H58 -2.04 2.49 2.89  0.09
H59 -1.79 4.25 3.31  0.12
H60 -0.07 4.35 1.50  0.11
H61 -1.52 3.96 0.75  0.11
H62 0.38 2.11 1.70  0.03
O11 -0.85 -2.06 -0.21  -0.08
C23 -0.31 -0.99 0.57  -0.20
C24 1.06 -0.53 0.08  -0.23
O12 2.08 -1.44 0.35  -0.07
H63 -1.53 -1.66 -0.77  0.02
H64 -1.02 -0.18 0.38  0.09
H65 -0.33 -1.28 1.62  0.12
H66 1.28 0.40 0.60  0.08
H67 1.00 -0.27 -0.98  0.11
H68 2.12 -2.01 -0.42  0.05
O13 -3.68 -4.28 -2.98  -0.05
C25 -3.28 -3.21 -2.21  -0.29
C26 -3.20 -1.90 -2.94  -0.19
O14 -2.67 -0.90 -2.04  -0.10
H69 -2.93 -4.47 -3.55  0.09
H70 -3.93 -3.25 -1.33  0.13
H71 -2.28 -3.45 -1.87  0.11
H72 -4.14 -1.49 -3.31  0.12
H73 -2.52 -2.09 -3.78  0.12
H74 -2.31 -0.26 -2.66  0.03
O15 2.72 -3.69 -1.24  -0.08
C27 3.99 -4.33 -1.11  -0.23
C28 5.02 -3.31 -0.68  -0.18
O16 4.61 -2.67 0.57  -0.08
H75 2.10 -4.36 -1.54  0.10
H76 3.93 -5.16 -0.40  0.11
H77 4.29 -4.87 -2.01  0.12
H78 5.17 -2.60 -1.49  0.10
H79 5.98 -3.82 -0.53  0.13
H80 3.75 -2.25 0.48  0.02
O17 1.41 -6.39 2.24  -0.06
C29 2.65 -6.00 2.75  -0.25
C30 2.93 -4.51 2.46  -0.21
O18 2.12 -3.61 3.28  -0.06
H81 0.92 -6.56 3.05  0.08
H82 2.65 -6.14 3.83  0.12
H83 3.41 -6.66 2.34  0.11
H84 2.78 -4.34 1.40  0.09
H85 3.99 -4.31 2.63  0.11
H86 1.99 -2.79 2.79  0.04

---

Molecular formula: C30H86O13
Method: DFT, ωB97M-V/def2-TZVPD

Calculated values
- LUMO level (eV) = 0.275
- net charge = 0
- frontier orbital gap (eV) = 9.8664

Last column: Löwdin charge in e.
Cartesian coordinates (Å):
C1 6.15 -1.29 -0.58  -0.16
O1 6.06 0.06 -0.14  -0.15
H1 7.18 -1.64 -0.56  0.07
H2 5.51 -1.88 0.08  0.08
H3 5.79 -1.45 -1.61  0.06
H4 5.21 0.16 0.31  0.01
C2 -4.48 2.59 -0.49  -0.16
O2 -5.02 1.56 0.28  -0.11
H5 -4.84 2.69 -1.52  0.08
H6 -4.63 3.60 -0.09  0.09
H7 -3.39 2.54 -0.54  0.06
H8 -5.96 1.69 0.41  0.09
C3 0.89 -2.72 2.28  -0.16
O3 0.93 -3.65 3.35  -0.11
H9 0.99 -3.25 1.32  0.08
H10 -0.06 -2.17 2.33  0.04
H11 1.70 -2.00 2.27  0.07
H12 0.25 -4.31 3.15  0.05
C4 -3.35 -4.42 3.38  -0.05
C5 -2.93 -4.53 1.92  -0.48
C6 -2.91 -3.13 1.26  -0.04
O4 -1.62 -5.07 1.91  -0.05
H13 -3.48 -5.44 3.74  0.08
H14 -4.26 -3.84 3.49  0.07
H15 -2.55 -3.98 3.99  0.08
H16 -3.66 -5.15 1.39  0.14
H17 -2.67 -3.23 0.20  0.06
H18 -2.13 -2.53 1.73  0.06
H19 -3.88 -2.65 1.43  0.06
H20 -1.41 -5.26 0.98  0.10
C7 3.32 -0.56 -4.06  -0.06
C8 3.73 -0.35 -5.49  -0.47
C9 5.18 0.12 -5.52  -0.06
O5 3.68 -1.63 -6.17  -0.07
H21 3.92 -1.30 -3.54  0.08
H22 2.27 -0.88 -4.10  0.07
H23 3.30 0.38 -3.51  0.08
H24 3.06 0.28 -6.08  0.14
H25 5.83 -0.48 -4.89  0.08
H26 5.26 1.17 -5.22  0.08
H27 5.58 0.12 -6.54  0.08
H28 4.16 -1.52 -7.00  0.08
C10 -3.09 -1.97 -2.37  -0.06
C11 -3.57 -1.82 -3.83  -0.49
C12 -4.33 -0.53 -4.06  -0.06
O6 -2.45 -1.88 -4.71  -0.07
H29 -3.76 -1.57 -1.61  0.07
H30 -2.13 -1.45 -2.26  0.07
H31 -2.89 -3.00 -2.08  0.06
H32 -4.20 -2.69 -4.07  0.13
H33 -3.65 0.30 -3.85  0.08
H34 -5.25 -0.47 -3.49  0.08
H35 -4.52 -0.38 -5.12  0.08
H36 -1.86 -2.60 -4.43  0.04
C13 -0.09 4.82 2.69  -0.06
C14 0.91 4.39 1.62  -0.48
C15 0.32 4.68 0.25  -0.06
O7 2.08 5.20 1.78  -0.05
H37 0.20 4.41 3.66  0.07
H38 -1.01 4.27 2.45  0.07
H39 -0.24 5.89 2.80  0.08
H40 1.09 3.34 1.87  0.11
H41 0.11 5.74 0.10  0.09
H42 -0.63 4.15 0.10  0.07
H43 0.88 4.35 -0.63  0.06
H44 2.63 5.02 1.00  0.04
C16 1.38 -0.01 -0.72  -0.03
C17 0.55 0.88 0.19  -0.39
C18 -0.94 0.40 0.26  0.00
O8 1.04 0.91 1.57  -0.10
H45 0.92 -0.94 -1.04  0.06
H46 2.41 -0.18 -0.42  0.07
H47 1.39 0.53 -1.67  0.08
H48 0.57 1.95 -0.02  0.10
H49 -0.97 -0.52 -0.32  0.05
H50 -1.68 1.08 -0.18  0.06
H51 -1.25 0.19 1.28  0.06
H52 0.32 1.30 2.08  0.05
C19 -0.51 -0.32 4.38  -0.07
C20 -0.93 0.90 5.21  -0.48
C21 0.06 1.09 6.33  -0.05
O9 -1.04 2.04 4.36  -0.05
H53 0.38 -0.10 3.79  0.07
H54 -1.24 -0.61 3.61  0.06
H55 -0.29 -1.26 4.89  0.09
H56 -1.94 0.67 5.57  0.12
H57 0.06 0.33 7.11  0.08
H58 -0.06 2.08 6.78  0.08
H59 1.06 1.07 5.88  0.08
H60 -1.89 1.91 3.92  0.05
C22 0.65 -3.31 -5.12  -0.05
C23 0.33 -4.22 -3.94  -0.45
C24 0.77 -3.66 -2.58  -0.05
O10 -1.09 -4.37 -3.76  -0.09
H61 1.73 -3.19 -5.23  0.07
H62 0.25 -2.30 -4.98  0.08
H63 0.28 -3.78 -6.03  0.09
H64 0.76 -5.21 -4.11  0.14
H65 0.21 -2.76 -2.33  0.06
H66 1.83 -3.39 -2.63  0.08
H67 0.69 -4.35 -1.75  0.08
H68 -1.53 -4.84 -4.48  0.10
C25 5.45 4.15 -2.03  -0.05
C26 4.01 4.15 -1.51  -0.45
C27 3.62 2.89 -0.78  -0.04
O11 3.90 5.22 -0.54  -0.08
H69 6.10 3.96 -1.17  0.09
H70 5.83 5.12 -2.33  0.08
H71 5.58 3.29 -2.69  0.08
H72 3.29 4.35 -2.31  0.13
H73 3.76 2.93 0.30  0.08
H74 4.30 2.06 -1.00  0.07
H75 2.60 2.56 -0.99  0.06
H76 3.97 6.06 -1.02  0.10
C28 -4.85 -0.59 3.54  -0.05
C29 -4.76 0.95 3.47  -0.48
C30 -4.93 1.62 4.81  -0.05
O12 -3.56 1.37 2.83  -0.06
H77 -5.68 -0.92 4.16  0.08
H78 -3.98 -1.05 4.02  0.07
H79 -4.94 -0.99 2.53  0.06
H80 -5.59 1.16 2.79  0.12
H81 -4.90 2.71 4.78  0.08
H82 -4.22 1.33 5.59  0.07
H83 -5.92 1.39 5.22  0.08
H84 -3.68 1.10 1.91  0.06
O13 4.01 0.58 1.64  -0.04
H85 3.11 0.24 1.53  0.01
H86 3.90 1.47 1.98  0.06

---

Molecular formula: C30H95N5O15
Method: DFT, ωB97M-V/def2-TZVPD

Calculated values
- LUMO level (eV) = 0.188
- net charge = 0
- frontier orbital gap (eV) = 8.9629

Last column: Löwdin charge in e.
Cartesian coordinates (Å):
C1 0.58 -0.36 4.29  -0.05
C2 1.25 -1.68 3.81  -0.41
C3 1.13 -2.74 4.86  -0.21
O1 1.81 -2.28 6.03  -0.18
C4 1.56 -3.07 7.18  -0.12
N1 0.56 -1.94 2.58  0.05
H1 1.02 0.04 5.21  0.07
H2 -0.47 -0.50 4.55  0.08
H3 0.63 0.42 3.54  0.04
H4 2.33 -1.60 3.69  0.14
H5 1.56 -3.66 4.47  0.12
H6 0.08 -2.96 5.07  0.13
H7 2.04 -4.04 7.27  0.08
H8 0.50 -3.23 7.35  0.08
H9 1.86 -2.48 8.04  0.08
H10 1.09 -2.63 2.07  0.04
H11 0.74 -1.13 1.99  0.03
C5 -1.15 2.48 3.61  -0.05
C6 -2.25 3.47 3.23  -0.40
C7 -3.33 3.57 4.35  -0.14
O2 -3.98 2.27 4.50  -0.21
C8 -4.90 2.21 5.56  -0.11
N2 -1.67 4.76 2.82  0.05
H12 -1.61 1.51 3.80  0.08
H13 -0.73 2.74 4.58  0.09
H14 -0.34 2.41 2.89  0.06
H15 -2.78 3.04 2.37  0.11
H16 -4.10 4.32 4.19  0.13
H17 -2.77 3.85 5.24  0.12
H18 -5.43 1.25 5.57  0.09
H19 -5.69 2.96 5.60  0.09
H20 -4.47 2.30 6.56  0.09
H21 -1.23 5.11 3.66  0.08
H22 -2.40 5.47 2.73  0.08
C9 2.70 4.56 0.10  -0.02
C10 1.44 4.32 0.97  -0.40
C11 1.80 4.10 2.46  -0.20
O3 2.47 2.86 2.65  -0.21
C12 2.77 2.51 3.99  -0.10
N3 0.58 5.47 0.85  0.03
H23 2.45 4.79 -0.94  0.07
H24 3.36 3.70 0.21  0.06
H25 3.28 5.42 0.44  0.08
H26 0.86 3.45 0.65  0.12
H27 0.82 4.14 2.94  0.08
H28 2.35 4.99 2.76  0.13
H29 2.86 1.43 4.13  0.08
H30 2.01 2.81 4.71  0.08
H31 3.70 2.97 4.32  0.08
H32 -0.23 5.41 1.46  0.04
H33 1.06 6.30 1.17  0.09
C13 2.40 -3.80 -6.21  -0.07
C14 1.02 -4.39 -6.42  -0.43
C15 -0.11 -3.63 -5.70  -0.17
O4 0.02 -3.88 -4.28  -0.19
C16 -0.60 -2.93 -3.39  -0.07
N4 0.69 -4.51 -7.85  0.02
H34 2.54 -3.76 -5.13  0.07
H35 2.46 -2.79 -6.60  0.08
H36 3.17 -4.50 -6.57  0.08
H37 1.04 -5.41 -6.05  0.13
H38 -1.12 -3.88 -6.03  0.12
H39 -0.02 -2.56 -5.88  0.11
H40 -0.30 -3.08 -2.35  0.06
H41 -1.69 -3.03 -3.42  0.08
H42 -0.38 -1.90 -3.65  0.06
H43 1.43 -4.91 -8.40  0.06
H44 0.40 -3.66 -8.29  0.06
C17 2.07 -0.95 -0.77  -0.02
C18 1.28 0.31 -0.30  -0.42
C19 -0.24 0.19 -0.31  -0.15
O5 -0.77 0.11 -1.65  -0.22
C20 -2.18 -0.01 -1.68  -0.08
N5 1.78 0.50 1.01  0.06
H45 1.88 -1.84 -0.17  0.06
H46 3.15 -0.82 -0.75  0.06
H47 1.76 -1.20 -1.78  0.08
H48 1.57 1.15 -0.93  0.14
H49 -0.68 1.06 0.17  0.11
H50 -0.50 -0.70 0.27  0.11
H51 -2.38 0.11 -2.74  0.08
H52 -2.67 0.81 -1.17  0.08
H53 -2.58 -0.97 -1.36  0.08
H54 1.53 1.43 1.34  0.05
H55 2.77 0.65 0.90  0.08
C21 5.87 -1.73 -0.23  -0.17
O6 6.43 -0.79 0.61  -0.11
H56 4.91 -2.05 0.17  0.08
H57 5.61 -1.25 -1.17  0.09
H58 6.52 -2.56 -0.49  0.08
H59 6.40 -1.15 1.50  0.10
C22 -2.77 -2.86 1.26  -0.17
O7 -2.26 -1.88 2.15  -0.15
H60 -3.74 -2.49 0.92  0.06
H61 -2.10 -3.06 0.42  0.06
H62 -3.14 -3.77 1.73  0.07
H63 -1.33 -2.04 2.34  0.01
C23 0.83 -4.55 -0.06  -0.13
O8 1.47 -4.29 1.18  -0.14
H64 1.09 -5.59 -0.27  0.09
H65 -0.24 -4.35 0.03  0.07
H66 1.21 -3.99 -0.92  0.06
H67 2.26 -4.83 1.26  0.09
C24 -5.01 -4.01 -2.40  -0.15
O9 -6.19 -3.61 -3.11  -0.13
H68 -5.31 -4.68 -1.60  0.08
H69 -4.33 -4.54 -3.07  0.07
H70 -4.41 -3.19 -1.99  0.06
H71 -6.58 -4.44 -3.40  0.07
C25 5.54 1.99 1.91  -0.16
O10 5.29 1.71 0.52  -0.12
H72 5.08 1.31 2.63  0.07
H73 6.59 1.93 2.18  0.07
H74 5.31 3.02 2.19  0.07
H75 5.79 0.91 0.35  0.02
C26 -3.98 -1.80 -5.77  -0.15
O11 -3.85 -0.59 -5.05  -0.13
H76 -4.31 -2.64 -5.16  0.07
H77 -4.74 -1.60 -6.52  0.08
H78 -3.10 -2.01 -6.39  0.07
H79 -4.69 -0.56 -4.59  0.08
C27 -4.15 0.63 1.45  -0.19
O12 -4.90 1.65 1.96  -0.12
H80 -3.12 1.00 1.45  0.07
H81 -4.22 -0.28 2.05  0.07
H82 -4.53 0.38 0.46  0.08
H83 -4.73 1.67 2.90  0.03
C28 2.33 3.10 -3.80  -0.16
O13 1.80 2.78 -5.08  -0.15
H84 1.52 3.47 -3.18  0.06
H85 2.81 2.19 -3.41  0.07
H86 3.03 3.92 -3.93  0.07
H87 1.13 2.11 -4.96  0.00
C29 -1.46 3.70 -1.21  -0.16
O14 -0.73 4.87 -1.57  -0.13
H88 -0.77 2.86 -1.27  0.05
H89 -1.71 3.69 -0.15  0.06
H90 -2.34 3.46 -1.81  0.08
H91 -0.23 5.24 -0.83  0.00
C30 -0.86 0.50 -5.39  -0.09
O15 0.04 0.96 -4.36  -0.14
H92 -0.41 0.57 -6.38  0.09
H93 -0.93 -0.57 -5.18  0.04
H94 -1.80 1.05 -5.33  0.08
H95 -0.38 0.75 -3.52  0.04

---

Computed values of molecular weight (unit: g/mol) for the preceding records, in sequence: 791.028 655.005 766.110.